Record 1
Molecular formula: CH4ClN2P
Method: DFT, wB97M-V/def2-TZVPD

CARTESIAN COORDINATES (ANGSTROEM)
1 Cl -2.96527 0.66928 -0.07054
2 P -1.28972 -0.15466 0.52619
3 N -0.12245 0.14883 -0.54066
4 N -1.03036 -1.65931 0.28018
5 C 1.33394 0.11634 -0.48200
6 H 1.73393 0.79192 0.21260
7 H -1.06111 0.63200 1.69126
8 H 1.63198 -0.99683 -0.21249
9 H 1.76907 0.45243 -1.40454

Atomic forces in eV per Å
-0.9 0.4 -0.2
1.4 1.6 0.5
-0.3 -1.3 -0.5
0.7 0.1 -0.4
-0.8 -2.9 0.4
0.4 0.8 1.7
-0.3 -0.7 0.1
-0.2 2.4 -0.7
-0.1 -0.4 -0.8

As for the net charge: 0. For the gap between HOMO and LUMO (alpha / beta), the calculation gives 8.2 / 8.3 eV. For the energy above the lowest of the compared OMol25 structures with the same formula, charge and spin, the calculation gives 213.0 kJ/mol. The HOMO energy (alpha / beta) is -0.35677 / -0.35463 hartree.

***

Record 2
Molecular formula: C45H91F3NO19S6
Method: DFT, wB97M-V/def2-TZVPD

CARTESIAN COORDINATES (ANGSTROEM)
1 S 6.31090 1.85584 -1.36588
2 S 0.59179 1.97573 -4.96270
3 S -2.10100 -5.55284 -3.14065
4 S 0.30702 -1.87035 4.62344
5 S -3.00636 2.56692 4.28280
6 S -3.50648 -3.93954 1.83417
7 F -6.01334 -4.14566 0.72035
8 F -4.47224 -5.10878 -0.38374
9 F -4.74492 -2.86756 -0.35078
10 O 1.80229 -4.05432 -0.64910
11 O -1.69631 -6.31757 -1.92918
12 O -2.71646 2.59896 2.85044
13 O -0.34143 1.98562 -3.85056
14 O -3.15595 3.84955 5.00587
15 O 7.91320 1.49600 -1.49815
16 O -4.37391 1.59623 4.61593
17 O 6.20613 2.89985 -0.37876
18 O 0.42061 -0.60668 3.85499
19 O -3.42202 -5.80345 -3.73781
20 O -0.77792 -1.99853 5.57042
21 O 0.32082 1.24370 -6.18477
22 O 2.03130 1.34662 -4.35618
23 O 5.51579 0.60313 -1.38902
24 O -3.95873 -2.80042 2.64333
25 O -2.13676 -3.79030 1.32230
26 O 1.84869 -2.19197 5.29738
27 O -0.92523 -5.75523 -4.28210
28 O -3.67534 -5.19687 2.60611
29 N 0.67926 0.19678 -0.08826
30 C -1.70724 1.47985 5.07286
31 C 0.27920 -6.49053 -3.97977
32 C 1.23242 3.68845 -5.26267
33 C 3.10086 -2.28421 4.50703
34 C -7.24491 1.39059 -0.05747
35 C -4.75134 -3.97250 0.32563
36 C 2.84386 1.00804 0.84195
37 C -3.27802 -0.03053 -3.90378
38 C -9.78871 2.45063 -0.17663
39 C -4.69494 1.81015 -4.43521
40 C -5.60936 -0.08081 3.56631
41 C 3.18439 4.24959 3.84761
42 C 3.46517 5.08526 2.55102
43 C -5.87546 1.11445 -4.10666
44 C 8.04118 1.16776 1.03714
45 C 6.12226 2.51623 -3.06624
46 C -3.35069 0.04788 0.30047
47 C 2.24559 2.13929 -0.04762
48 C 2.36324 -3.51636 -2.97032
49 C -8.30380 0.72053 0.56362
50 C 1.64795 4.22070 4.36303
51 C 0.77934 -0.32731 -1.52786
52 C 0.75707 1.71003 -0.12754
53 C -0.02054 5.41704 5.86199
54 C 3.62899 -3.70021 4.44669
55 C 8.42897 0.74463 -0.38312
56 C 0.16994 -7.80514 -4.73160
57 C -2.00970 0.46371 -0.20892
58 C -3.44802 1.23650 -4.42171
59 C 4.14297 0.21002 -4.71252
60 C 1.88995 -0.27949 0.81458
61 C 2.74183 -4.24317 -1.69199
62 C 1.34324 5.51091 5.10893
63 C -1.88144 -3.76286 -2.69998
64 C 3.07700 1.17398 -5.20259
65 C -9.61955 1.26352 0.47620
66 C -8.72176 3.10812 -0.77962
67 C 0.26634 -3.34045 3.46308
68 C 5.01502 4.97161 2.22304
69 C -0.74038 -0.28348 0.44583
70 C -4.42645 -0.77392 -3.63610
71 C -4.31434 0.19409 4.28031
72 C 4.13125 -4.06132 -1.34717
73 C -7.43683 2.51653 -0.81790
74 C -5.66566 -0.23277 -3.68734
75 H 4.38731 -3.03213 -1.09554
76 H -0.76255 -3.68644 3.56196
77 H 1.40411 -3.85292 -3.36389
78 H -3.39712 -0.32158 1.32489
79 H 8.31872 -0.33901 -0.42398
80 H -0.66963 -0.01437 1.49972
81 H -3.97979 0.93777 0.27947
82 H 5.08407 0.38582 -5.23361
83 H -5.77653 0.32627 2.56909
84 H -0.78446 -8.32483 -4.64704
85 H -1.89559 1.48217 0.16235
86 H -8.18601 -0.25096 1.02049
87 H 2.85742 1.25084 1.90448
88 H 0.25716 2.06091 0.77528
89 H 1.08370 -5.85246 -4.34548
90 H -6.63038 2.89690 -1.42729
91 H -8.91616 4.07664 -1.21619
92 H 0.85582 -8.54646 -4.32159
93 H 1.30558 6.27281 4.33035
94 H -0.79717 -1.37077 0.39424
95 H -2.39880 -3.24377 -3.50681
96 H 0.05213 0.19596 -2.14871
97 H 1.81272 3.88178 -4.36046
98 H 3.80669 4.66978 4.63773
99 H -6.30626 0.87227 0.07168
100 H 5.30487 3.98600 1.85881
101 H -2.29838 -0.47697 -3.98976
102 H 4.82118 -4.27421 -2.16373
103 H -5.65582 -1.16978 3.55781
104 H 4.41141 -4.59146 -0.43691
105 H 2.50856 2.06938 -1.10311
106 H 1.43063 3.42671 5.07749
107 H 3.05488 6.09449 2.58592
108 H 2.81186 0.93478 -6.23243
109 H -10.47316 0.69605 0.81639
110 H -0.74726 4.73533 5.42012
111 H -6.36778 0.25439 4.27380
112 H 2.97166 -1.86181 3.51055
113 H -2.31651 -3.46228 -1.74685
114 H -0.61879 6.32819 5.86423
115 H -4.43344 -1.83302 -3.42477
116 H 2.39389 3.14326 0.35006
117 H -3.49239 -0.19823 3.68149
118 H 5.22537 5.71295 1.45215
119 H -2.61090 1.72334 -4.89985
120 H -4.73300 2.83133 -4.78470
121 H 1.74695 -0.04083 -1.93988
122 H 0.59750 -1.39103 -1.68130
123 H 8.37833 2.19899 1.14202
124 H 6.99217 1.19779 1.33170
125 H 0.25585 -7.65419 -5.80768
126 H 1.88728 3.54061 -6.12139
127 H 0.57424 -2.96413 2.48753
128 H 3.86956 0.84207 0.51257
129 H 2.90543 4.71839 1.69067
130 H 3.82319 -4.15220 5.41936
131 H 2.19481 -1.17070 0.26603
132 H 2.76843 -5.30937 -1.91694
133 H 3.89515 -0.85000 -4.65731
134 H 6.98605 3.11819 -3.34840
135 H 3.51399 3.22629 3.66784
136 H 0.96762 4.07933 3.52323
137 H 2.35110 -2.45178 -2.73660
138 H 1.49758 -0.70907 1.73632
139 H 0.91082 -4.10667 3.89396
140 H 0.20498 5.23991 6.91359
141 H 3.11663 -4.44264 3.83480
142 H -6.49000 -0.78112 -3.25585
143 H 8.47315 0.48884 1.77237
144 H 4.60060 -3.61274 3.96046
145 H -0.90143 1.84478 4.43600
146 H 6.02089 1.66745 -3.74255
147 H 3.67446 2.08542 -5.22292
148 H 3.12396 -3.59404 -3.74710
149 H -1.64909 1.72689 6.13290
150 H 5.13641 2.98034 -3.09444
151 H -10.80396 2.79080 -0.31790
152 H 0.12328 2.01705 -0.95949
153 H 2.21606 5.73597 5.72181
154 H -3.93333 -0.67181 -0.27457
155 H -4.43138 -0.37702 5.20131
156 H 0.39675 4.33488 -5.53076
157 H -2.03194 0.64576 -1.28338
158 H 3.87801 -1.65215 4.93673
159 H 0.55327 -6.75012 -2.95723
160 H -0.82858 -3.49654 -2.79315
161 H -6.84625 1.58771 -4.10553
162 H 5.63016 5.29382 3.06321
163 H 4.29569 0.37511 -3.64597
164 H 9.51527 0.81754 -0.33067
165 H -2.00354 0.44149 4.92416

Atomic forces in eV per Å
0.1 -1.6 -2.3
1.1 -0.5 0.4
0.4 -1.3 3.0
1.7 -0.6 -2.4
-0.7 -0.8 1.2
0.8 -1.2 2.8
-0.4 0.1 0.6
0.2 1.5 -0.4
0.7 0.9 -1.5
1.3 0.8 -1.2
-1.0 1.4 -3.0
-0.6 -0.1 1.6
1.3 -0.1 -1.3
-0.1 -2.7 -1.4
-1.1 -0.3 0.8
2.6 2.4 -0.5
-0.6 -0.8 -0.5
0.0 -1.9 1.3
2.6 0.7 0.5
1.8 0.3 -0.1
0.0 1.2 1.2
-3.6 0.4 1.4
1.5 2.6 1.0
-0.2 0.2 -1.1
-1.5 0.3 -0.7
-1.2 0.7 0.1
-1.5 0.7 1.3
-0.4 1.4 -2.0
-1.1 -0.8 -0.6
-1.3 1.6 -0.9
0.3 -1.0 -0.5
-0.4 -1.9 -0.4
-1.1 -0.2 -0.3
-0.3 -1.8 0.7
0.7 -2.8 2.4
-0.5 -0.9 0.2
-0.3 -0.6 -1.3
-0.2 0.4 -0.4
-1.6 0.6 -0.5
-0.4 -0.9 0.6
-1.9 0.2 -0.4
0.8 -1.2 0.4
2.1 -0.9 0.7
-0.6 0.9 0.0
0.0 -0.7 0.7
-1.5 -0.3 0.3
-1.7 -1.9 -0.4
0.4 0.5 0.0
-1.7 1.0 -0.3
1.8 0.3 -0.1
0.2 0.8 -0.1
-0.6 0.1 1.2
0.6 0.9 0.1
0.6 -0.3 -0.2
0.8 -1.1 1.8
-0.1 -0.4 -0.4
2.1 0.7 0.9
0.5 -0.4 0.3
-0.6 -0.8 1.4
-0.7 0.5 -2.4
-3.4 -1.1 1.1
-1.1 0.0 -1.0
-0.3 -0.4 -1.5
3.0 -0.1 -1.9
1.8 -1.4 0.0
0.7 -0.3 -0.2
-0.4 1.2 1.4
-1.5 1.3 -0.1
-0.1 0.9 -0.5
1.1 -0.9 0.4
-1.4 -0.3 -0.7
2.8 1.6 1.1
-1.2 0.8 0.3
-1.9 2.3 0.0
-0.2 0.7 0.1
0.0 0.1 -0.7
0.0 0.2 0.1
0.4 0.0 0.1
-0.8 0.0 -0.9
-0.4 0.0 0.1
0.0 0.2 0.1
-0.2 -0.2 -0.1
0.3 0.1 0.2
-0.4 0.5 0.5
0.1 0.2 0.1
0.3 0.1 0.2
0.2 0.6 -0.1
-0.2 -0.1 0.2
0.0 -0.2 -0.2
0.0 0.4 0.2
0.1 0.0 -0.4
0.5 0.2 -0.4
-0.1 0.4 0.2
0.3 -0.1 -0.3
-0.1 0.1 0.0
-0.2 0.2 0.3
-0.4 0.5 -0.1
0.0 -0.1 0.1
0.4 0.3 -0.5
-0.1 0.0 0.2
0.1 -0.2 0.3
0.1 -0.5 -0.2
-0.3 -0.1 -0.5
-0.1 -0.4 -0.2
1.1 0.1 0.2
0.5 -0.5 -0.2
0.6 0.3 0.6
-0.4 0.0 0.0
0.0 0.0 0.2
0.5 -0.6 0.2
-0.4 0.1 -0.4
-0.4 -0.2 -0.2
0.1 -0.7 0.1
0.4 0.5 -0.1
0.6 -0.1 0.4
-0.1 -0.2 -0.1
0.4 0.6 0.2
0.2 -0.2 -0.3
0.1 0.3 0.4
-0.3 0.2 -0.1
0.2 -0.2 0.2
0.3 -0.1 0.9
0.2 -0.1 0.5
-0.2 -0.2 -0.6
0.5 -0.1 0.0
0.0 0.2 0.0
-0.2 -0.4 0.0
-0.1 -0.5 0.1
0.0 -0.6 0.0
-0.2 0.3 0.2
0.8 0.1 -0.1
-0.5 -1.0 -0.6
-0.2 -0.1 -0.8
-0.4 0.3 0.2
0.1 -0.1 0.0
0.0 0.0 -0.1
-0.4 0.3 0.1
0.0 0.9 0.3
0.1 0.3 -0.2
-0.4 -0.6 0.0
-0.5 0.4 0.0
-0.2 -0.3 -0.4
0.5 0.1 -0.2
0.2 0.0 0.0
0.6 -0.7 0.6
0.4 -0.1 0.3
-0.2 0.7 -0.4
0.1 -0.4 -0.3
0.1 0.1 -0.2
0.3 0.5 0.2
0.0 0.5 0.1
0.5 0.3 -0.2
-0.3 0.1 0.4
0.6 -0.2 -0.3
0.7 0.2 0.2
0.2 0.0 0.4
0.4 -0.8 -0.2
-0.4 0.1 0.7
-1.0 0.8 0.4
0.0 -0.4 0.4
0.0 0.0 0.0
-0.1 -0.3 0.2
0.3 0.5 0.1
0.1 0.6 -0.9
0.4 0.2 -0.2

As for the net charge: -1. For the gap between HOMO and LUMO, the calculation gives 4.5 eV. The HOMO energy is -0.13249 hartree.

***

Question: Which of these has the lowest net charge?
Answer: C45H91F3NO19S6